Density functional theory data (the ωB97M-V functional and the def2-TZVPD basis) for a molecular structure, C32H55HfN4OP2.

```
95
Properties=species:S:1:pos:R:3:lowdin_charge:R:1
C 2.35683 0.03421 -2.26292 -0.311
C 2.70881 -0.18772 0.07123 -0.300
C 3.69879 -0.19892 -2.52040 0.027
C 4.03994 -0.57966 -0.17729 0.022
C 4.52298 -0.60466 -1.46784 0.015
H 4.05585 -0.12554 -3.54694 0.144
H 4.68070 -0.76426 0.68627 0.139
H 5.54991 -0.90734 -1.65730 0.140
N 1.85464 -0.13757 -1.01641 -0.054
P -0.32911 0.08047 -2.94763 1.050
P 0.92410 0.28976 2.40890 1.086
C 1.42134 0.53952 -3.35531 -0.216
H 1.50141 1.63689 -3.43316 0.096
H 1.73697 0.15992 -4.33891 0.093
C 2.36899 0.28420 1.38725 -0.252
H 3.25908 0.17024 2.02972 0.082
C 1.77052 1.53980 3.72577 -0.591
C 0.24187 -1.30848 3.40767 -0.644
C -1.45632 1.49824 -3.51548 -0.675
C -0.40644 -1.48416 -3.99079 -0.667
C 0.65178 2.54892 3.96815 -0.096
H -0.23368 2.11250 4.45026 0.087
H 1.00886 3.37567 4.60292 0.114
H 0.33610 2.96593 3.00803 0.022
C 2.21784 0.88476 5.02831 -0.074
H 1.40809 0.40883 5.58843 0.071
H 3.02235 0.16016 4.85226 0.088
H 2.63896 1.67168 5.67467 0.117
C 3.01317 2.25584 3.17018 -0.103
H 3.20838 3.16067 3.76389 0.110
H 3.92399 1.64824 3.22839 0.099
H 2.87824 2.54939 2.12083 0.028
C -0.73827 -0.79885 4.47498 -0.071
H -1.59818 -0.29881 4.00454 0.072
H -1.12581 -1.66208 5.04005 0.114
H -0.30557 -0.09963 5.19791 0.062
C -0.55401 -2.25910 2.51550 -0.123
H -1.41986 -1.77415 2.05122 0.044
H 0.04568 -2.73594 1.73543 0.061
H -0.95306 -3.06940 3.15274 0.120
C 1.46260 -2.06031 3.93091 -0.084
H 2.03786 -1.49692 4.67010 0.058
H 1.12458 -2.98992 4.41550 0.106
H 2.13181 -2.32688 3.09985 0.088
C -1.80202 -2.08229 -3.77137 -0.074
H -1.88913 -2.98641 -4.39255 0.117
H -1.94874 -2.37663 -2.72507 0.046
H -2.60581 -1.39122 -4.06100 0.079
C 0.66794 -2.46559 -3.47845 -0.064
H 1.68364 -2.09467 -3.66395 0.088
H 0.55612 -2.68785 -2.41248 0.043
H 0.54753 -3.41170 -4.02938 0.120
C -0.13485 -1.26537 -5.49324 -0.057
H 0.02603 -2.25601 -5.94639 0.113
H -0.97562 -0.79957 -6.01590 0.077
H 0.76900 -0.67678 -5.69048 0.082
C -0.69368 2.82107 -3.36392 -0.094
H 0.09087 2.93846 -4.12240 0.097
H -1.39829 3.65744 -3.48945 0.118
H -0.24187 2.91946 -2.36914 0.034
C -2.70097 1.53305 -2.60930 -0.096
H -2.45796 1.78168 -1.56523 0.055
H -3.37974 2.31858 -2.97377 0.112
H -3.25618 0.58488 -2.60854 0.079
C -1.88528 1.34024 -4.97803 -0.069
H -1.02206 1.33549 -5.65688 0.095
H -2.49854 0.44505 -5.14751 0.081
H -2.50479 2.21229 -5.24357 0.114
Hf -0.27547 0.03294 -0.38742 1.348
C -0.70468 -2.12359 -0.54971 -0.119
O -1.02446 -3.25707 -0.58293 0.167
N 0.38058 1.92591 0.19637 -0.034
C 1.23794 2.56478 0.78635 -0.057
C 1.28479 4.16519 0.70472 -0.536
C 2.49022 4.80552 1.37227 -0.048
C 1.31804 4.51975 -0.77149 -0.043
C 0.00625 4.70396 1.34275 -0.035
H 2.48998 4.67262 2.45958 0.077
H 3.42913 4.43600 0.94213 0.109
H 2.45801 5.89063 1.19763 0.115
H 0.35575 4.30166 -1.24555 0.063
H 1.48291 5.59825 -0.90428 0.117
H 2.12932 3.99146 -1.29216 0.104
H -0.12377 5.76949 1.10973 0.120
H -0.87237 4.17528 0.94970 0.089
H 0.02652 4.63301 2.43674 0.079
N -4.37347 -0.27512 1.04013 0.129
C -4.00075 0.76036 1.89020 -0.008
C -2.69461 1.03051 1.62919 -0.103
N -2.26072 0.16526 0.60967 -0.139
C -3.30935 -0.61527 0.28972 -0.157
H -5.29326 -0.70914 0.98327 0.191
H -4.67561 1.21311 2.59168 0.141
H -2.02464 1.75978 2.05086 0.101
H -3.31787 -1.40561 -0.45558 0.138
```

Results
electronic energy: -61941.442 eV
Kohn-Sham gap (alpha / beta): 5.23 / 4.54 eV
total charge: +3
LUMO level (alpha / beta): -10.667 / -11.089 eV



Density functional theory data (the ωB97M-V functional and the def2-TZVPD basis) for a molecular structure, C32H55N4OP2Pt.

```
95
Properties=species:S:1:pos:R:3:lowdin_charge:R:1
C -1.05696 -2.35864 -0.93724 -0.298
C 1.09434 -1.37848 -1.08086 -0.234
C -0.65893 -3.43551 -1.73310 0.019
C 1.59614 -2.60825 -1.53721 0.021
C 0.70018 -3.63891 -1.89012 0.013
H -1.41769 -4.04967 -2.20940 0.144
H 2.68297 -2.77387 -1.57266 0.140
H 1.10895 -4.55619 -2.33064 0.144
N -0.14566 -1.45327 -0.50257 -0.079
P -2.86781 -0.77488 0.46330 1.093
P 2.66111 1.11338 0.05620 1.408
C -2.50241 -1.89330 -0.93794 -0.248
H -2.59944 -1.39148 -1.93337 0.114
H -3.19547 -2.75073 -0.95871 0.095
C -0.60422 1.55306 1.92581 -0.345
O -0.61250 2.47869 2.61718 0.163
C 1.82001 -0.06472 -1.29886 -0.260
H 2.81905 -0.36459 -1.72618 0.102
C 3.94529 1.69247 -1.27000 -0.616
C 3.57335 0.84744 1.77919 -0.632
C -4.04330 0.62134 -0.08951 -0.654
C -3.68725 -2.10041 1.55235 -0.641
C 3.48957 3.15546 -1.38629 -0.085
H 3.62254 3.67311 -0.41118 0.097
H 4.06767 3.69332 -2.16945 0.127
H 2.41832 3.23034 -1.65406 0.034
C 5.42734 1.58453 -0.85902 -0.077
H 5.65863 2.00144 0.14614 0.074
H 5.80153 0.53310 -0.90493 0.095
H 6.05440 2.14266 -1.60391 0.129
C 3.90181 0.98244 -2.62722 -0.109
H 4.27885 1.66102 -3.38443 0.116
H 4.50482 0.06461 -2.63635 0.116
H 2.88628 0.68570 -2.90870 0.019
C 4.00888 2.25679 2.22909 -0.066
H 3.11795 2.89235 2.35619 0.097
H 4.50734 2.18772 3.21129 0.123
H 4.69093 2.77784 1.54161 0.071
C 2.58737 0.32744 2.82835 -0.115
H 1.72974 0.99407 2.95594 0.052
H 2.20903 -0.66664 2.57900 0.056
H 3.10108 0.25531 3.80377 0.122
C 4.69958 -0.18038 1.69654 -0.057
H 5.49398 0.04962 0.97575 0.061
H 5.18575 -0.25608 2.68995 0.127
H 4.28838 -1.17049 1.44299 0.095
C -3.93231 -1.51366 2.94733 -0.065
H -4.43713 -2.27474 3.56316 0.115
H -2.98964 -1.24951 3.44685 0.054
H -4.56592 -0.61772 2.92998 0.075
C -2.75265 -3.31545 1.68961 -0.073
H -2.63205 -3.86783 0.74900 0.084
H -1.76077 -3.02407 2.04542 0.046
H -3.18425 -4.01283 2.42452 0.117
C -4.99914 -2.59638 0.89812 -0.058
H -5.20124 -3.61672 1.25453 0.112
H -5.85940 -1.98179 1.17702 0.081
H -4.96994 -2.65677 -0.19785 0.084
C -4.12323 0.65396 -1.62032 -0.080
H -4.54292 -0.27388 -2.05078 0.100
H -4.80110 1.48904 -1.89100 0.120
H -3.14620 0.84528 -2.09854 0.049
C -3.47381 1.96712 0.39061 -0.107
H -2.46925 2.14389 -0.02484 0.037
H -4.13333 2.77982 0.04229 0.113
H -3.41863 2.02030 1.48605 0.086
C -5.46492 0.47937 0.46032 -0.072
H -6.00392 -0.36009 0.00349 0.085
H -5.49616 0.39064 1.55309 0.078
H -6.02984 1.39127 0.20214 0.114
Pt -0.66200 0.06084 0.82474 1.099
N -0.19042 1.22644 -0.86267 0.076
C 0.82097 0.97613 -1.66515 -0.282
C 0.49077 1.82022 -3.06490 -0.505
C 1.47446 1.68681 -4.20398 -0.051
C -0.87117 1.30290 -3.54866 -0.043
C 0.32300 3.30955 -2.72448 -0.034
H 2.42779 2.19044 -3.99248 0.074
H 1.61552 0.63799 -4.50402 0.115
H 1.00106 2.23389 -5.03497 0.117
H -1.62657 1.67242 -2.84387 0.059
H -1.04460 1.73888 -4.54596 0.113
H -0.89764 0.19124 -3.60164 0.104
H -0.22337 3.72992 -3.58467 0.115
H -0.29006 3.40758 -1.79309 0.098
H 1.29149 3.84062 -2.59739 0.078
N 0.38770 -2.47505 2.67230 -0.011
C 0.49178 -2.93354 3.95949 -0.018
C -0.12824 -1.98821 4.76983 -0.005
C -0.56936 -0.95982 3.91463 -0.138
N -0.25212 -1.25692 2.63479 -0.144
H 0.79835 -2.90499 1.85005 0.158
H 0.98591 -3.84418 4.22139 0.134
H -0.24220 -2.01726 5.83762 0.120
H -1.06485 -0.03390 4.20615 0.126
```

Results
electronic energy: -63876.146 eV
Kohn-Sham gap (alpha / beta): 5.81 / 6.28 eV
2S+1: 5
⟨S²⟩: 6.03
total charge: +3
LUMO level (alpha / beta): -9.485 / -11.489 eV



Density functional theory data (the ωB97M-V functional and the def2-TZVPD basis) for 9 unconnected molecules or ions with the total composition C32H56N2O21.

```
111
Properties=species:S:1:pos:R:3:lowdin_charge:R:1
C 0.91402 -5.55266 -2.35777 -0.008
C 0.23976 -4.47443 -3.24064 -0.271
C -0.07962 -3.25983 -2.36295 -0.083
O 0.83476 -2.27729 -2.81021 0.063
C 1.46162 -2.68698 -3.87463 -0.543
O 2.25984 -1.99142 -4.56709 0.065
O 1.16392 -3.94374 -4.16866 0.115
H 0.14444 -6.03785 -1.69219 0.097
H 1.66729 -5.19312 -1.65257 0.078
H 1.42819 -6.25220 -3.03041 0.089
H -0.68909 -4.82313 -3.71775 0.162
H 0.07495 -3.57864 -1.32340 0.117
H -1.04873 -2.81743 -2.49042 0.120
C -4.83894 -2.62526 1.00398 -0.001
C -3.52979 -2.90348 0.31404 -0.367
C -2.29769 -2.33799 1.03958 -0.044
O -1.43930 -3.48259 1.08286 0.144
C -1.94317 -4.46879 0.56843 -0.605
O -1.35770 -5.56078 0.44978 0.100
O -3.22577 -4.20980 0.16792 0.111
H -4.82324 -2.92217 2.04414 0.086
H -5.67882 -3.22386 0.63032 0.091
H -5.22436 -1.60855 1.05065 0.081
H -3.41600 -2.45082 -0.66410 0.133
H -2.57363 -1.82472 1.95467 0.115
H -1.82318 -1.65785 0.36446 0.106
C 5.79937 -1.86161 -4.76034 0.020
C 5.84006 -2.77349 -3.45943 -0.289
C 4.77935 -2.47890 -2.41913 -0.092
O 4.29854 -3.77671 -2.06965 0.099
C 4.60525 -4.59975 -2.99583 -0.669
O 4.21395 -5.73019 -3.05785 0.154
O 5.45754 -4.06087 -3.80079 0.116
H 6.27988 -2.34585 -5.58100 0.068
H 6.27923 -0.93599 -4.63351 0.054
H 4.67113 -1.73370 -4.99670 0.104
H 6.82189 -2.85232 -2.99084 0.153
H 3.93489 -1.91320 -2.88212 0.119
H 5.22033 -1.88428 -1.63116 0.135
C 2.25229 -2.26871 0.04035 -0.046
O 1.13827 -1.45601 0.36719 -0.031
C 0.90892 -1.17827 1.69838 -0.304
O 1.80489 -1.66839 2.69326 -0.061
O -0.14591 -0.31805 1.97299 -0.055
C -0.34342 0.14085 3.30333 -0.049
H 2.10032 -3.33915 0.16571 0.107
H 3.08148 -2.04784 0.66642 0.083
H 2.52476 -2.09013 -1.03012 0.089
H 0.52718 0.62048 3.65120 0.068
H -0.49951 -0.71174 3.92513 0.095
H -1.14489 0.88568 3.41694 0.071
C 1.28725 3.10097 1.63583 -0.073
O -0.08988 3.26642 1.82704 -0.020
C -0.63321 4.40343 1.34756 -0.417
O 0.10869 5.40467 0.71100 -0.040
O -1.94810 4.46076 1.53710 -0.047
C -2.67143 5.57874 1.10216 -0.052
H 1.65129 2.05819 1.55875 0.093
H 1.80377 3.55363 2.51130 0.117
H 1.65174 3.60169 0.72644 0.094
H -2.39501 6.54116 1.63661 0.125
H -3.72503 5.34056 1.28986 0.101
H -2.55243 5.76314 0.06590 0.062
C 4.14529 1.30778 3.41889 -0.029
O 4.14442 1.98328 2.19802 0.007
C 4.99391 2.88595 1.94166 -0.476
O 6.07274 3.23023 2.71467 -0.028
O 4.85070 3.38397 0.68043 -0.011
C 5.91400 4.12983 0.11934 -0.046
H 4.84281 0.49485 3.46161 0.101
H 3.10263 0.95116 3.63424 0.098
H 4.35438 1.99545 4.25607 0.109
H 6.11703 4.97726 0.73200 0.089
H 5.72936 4.59154 -0.81374 0.082
H 6.75575 3.48687 -0.00036 0.094
C -3.36851 1.08052 0.94396 -0.051
O -3.37580 0.23699 -0.15586 -0.040
C -4.02014 0.54165 -1.23947 -0.411
O -4.58887 1.84256 -1.38883 -0.070
O -4.05281 -0.41163 -2.18934 -0.012
C -4.83785 -0.24273 -3.36788 -0.033
H -2.73685 0.51661 1.58431 0.052
H -4.34277 1.12233 1.44773 0.109
H -2.91554 2.09950 0.72402 0.118
H -5.45441 -1.10048 -3.57066 0.091
H -4.28620 0.06289 -4.21836 0.086
H -5.66048 0.46505 -3.30688 0.096
C -2.41554 3.32943 4.80528 -0.071
C -3.70574 3.12995 3.98860 -0.253
C -4.52514 2.01490 4.55237 -0.180
C -3.99508 0.64491 4.34985 -0.192
N -3.62947 -0.41656 4.11702 0.171
H -2.62477 3.56981 5.84559 0.082
H -1.74746 4.08352 4.35972 0.076
H -1.80617 2.45732 4.72670 0.042
H -3.46556 3.09436 2.90347 0.093
H -4.32339 3.99680 3.96894 0.102
H -5.48832 2.08864 4.08341 0.119
H -4.61106 2.17183 5.60094 0.112
C -0.83562 0.39939 -2.83345 -0.068
C -0.41155 1.12266 -1.53926 -0.210
C -0.18994 2.58386 -1.81605 -0.177
C -1.37039 3.45520 -1.88020 -0.186
N -2.35518 4.06137 -2.02213 0.179
H -1.29352 -0.56399 -2.64641 0.047
H -0.03907 0.28534 -3.58839 0.087
H -1.58853 0.92392 -3.40003 0.072
H 0.35980 0.67900 -0.97701 0.085
H -1.25609 1.08002 -0.83787 0.093
H 0.48696 2.69698 -2.66851 0.135
H 0.35486 2.95005 -0.95815 0.082
```

Results
electronic energy: -80062.777 eV
Kohn-Sham gap: 10.60 eV
SMILES: C[C@H]1COC(=O)O1.C[C@H]1COC(=O)O1.C[C@H]1COC(=O)O1.COC(=O)OC.COC(=O)OC.COC(=O)OC.COC(=O)OC.CCCC#N.CCCC#N
LUMO level: 0.216 eV



Summary of relative energy (zero: lowest compared OMol25 entry of this formula, charge and spin) in kcal per mole
0.00 81.64 28.22
(order as listed above)